Entry 1:
Formula: C31H65FN5O2S2
Source: the Open Molecules 2025 dataset
Level of theory: ωB97M-V/def2-TZVPD

Its gap between HOMO and LUMO is 6.06 eV. Its multiplicity is 1. Its net charge is +1. The calculated total energy comes out at -69123.6613 eV. Its highest occupied orbital energy is -10.4 eV.

Each line ends with the Löwdin charge.
Geometry (Å):
C: 2.2274 -4.7483 3.7228  -0.10
C: 1.1602 -3.6461 3.7380  -0.27
C: 0.3994 -3.5277 2.4103  -0.22
C: 1.1994 -2.7644 1.3216  -0.22
C: 1.5481 -3.6567 0.1247  -0.19
C: 2.6303 -3.1350 -0.8648  -0.19
C: 3.3101 -1.8132 -0.5011  -0.19
C: 4.5560 -1.4982 -1.3364  -0.20
N: 4.2801 -0.7739 -2.5796  -0.22
C: 5.4141 0.0611 -3.0245  -0.18
C: 5.6449 1.2884 -2.1222  -0.18
C: 6.9930 1.2701 -1.3871  -0.21
C: 7.4651 2.6554 -0.9337  -0.21
C: 6.3753 3.4786 -0.2425  -0.23
C: 6.9272 4.5937 0.6630  -0.22
C: 5.9513 5.0168 1.7734  -0.27
C: 6.6766 5.4595 3.0468  -0.12
C: 3.7925 -1.5505 -3.6445  -1.11
S: 4.2409 -3.0480 -4.0436  0.76
S: 2.6138 -0.6610 -4.6682  0.89
C: 1.2205 -0.6068 -3.5229  -0.48
C: 0.0964 0.2288 -4.1692  -0.22
C: -0.5169 1.2739 -3.2309  -0.14
N: -1.8084 0.8105 -2.6219  -0.01
C: -3.0429 1.5974 -3.0459  -0.03
C: -3.3622 2.5706 -1.8583  -0.18
C: -4.5740 2.0006 -1.1161  -0.15
C: -5.0160 2.7320 0.1608  -0.18
C: -6.0616 1.9343 0.9529  -0.15
C: -7.4901 2.5464 0.9850  -0.24
O: -7.6569 3.6922 0.1680  -0.07
N: -2.0875 2.4151 -1.1351  0.06
F: -1.9750 2.9509 0.1132  0.08
C: -1.6902 1.1421 -1.2752  -0.30
N: -1.3091 0.3096 -0.3033  0.26
H: 1.8090 -5.6983 4.0617  0.07
H: 3.0507 -4.5100 4.4005  0.07
H: 2.6419 -4.9111 2.7251  0.06
H: 0.4353 -3.8823 4.5238  0.10
H: 1.5996 -2.6837 4.0159  0.10
H: -0.5640 -3.0475 2.5950  0.09
H: 0.2099 -4.5445 2.0476  0.11
H: 0.5608 -1.9480 0.9693  0.08
H: 2.0919 -2.3585 1.7980  0.10
H: 0.6262 -3.7971 -0.4489  0.11
H: 1.8517 -4.6385 0.4937  0.10
H: 3.4183 -3.8874 -0.9580  0.11
H: 2.1679 -3.0288 -1.8528  0.07
H: 2.6315 -0.9622 -0.6395  0.10
H: 3.6376 -1.8166 0.5403  0.11
H: 5.1906 -0.8445 -0.7340  0.11
H: 5.1485 -2.4053 -1.5174  0.11
H: 6.3155 -0.5595 -3.1065  0.13
H: 5.1568 0.4110 -4.0272  0.10
H: 4.8442 1.2639 -1.3760  0.11
H: 5.5369 2.2099 -2.6974  0.11
H: 6.9279 0.6229 -0.5057  0.11
H: 7.7419 0.8324 -2.0542  0.11
H: 7.8292 3.1771 -1.8263  0.12
H: 8.3151 2.5401 -0.2560  0.11
H: 5.7282 3.9473 -0.9919  0.11
H: 5.7418 2.8094 0.3528  0.11
H: 7.8744 4.2746 1.1054  0.11
H: 7.0880 5.4656 0.0212  0.11
H: 5.3092 4.1687 2.0326  0.10
H: 5.3098 5.8280 1.4190  0.10
H: 7.3318 6.3089 2.8396  0.07
H: 5.9656 5.7428 3.8247  0.07
H: 7.2878 4.6320 3.4179  0.07
H: 1.5402 -0.2114 -2.5544  0.06
H: 0.8794 -1.6311 -3.3513  0.08
H: -0.6998 -0.4508 -4.4757  0.12
H: 0.4866 0.7427 -5.0510  0.09
H: 0.2094 1.5178 -2.4469  0.13
H: -0.6943 2.2151 -3.7589  0.13
H: -3.8513 0.8745 -3.1345  0.13
H: -2.8104 2.0626 -3.9993  0.13
H: -3.5810 3.5880 -2.1809  0.16
H: -4.4219 0.9372 -0.8951  0.12
H: -5.3865 2.0646 -1.8516  0.14
H: -5.3475 3.7437 -0.0726  0.12
H: -4.1346 2.8413 0.7942  0.10
H: -6.1205 0.9037 0.5861  0.09
H: -5.7142 1.8443 1.9855  0.11
H: -8.2059 1.7774 0.6753  0.11
H: -7.7623 2.8089 2.0076  0.12
H: -7.9264 3.4207 -0.7079  0.09
H: -0.5615 0.5000 0.3423  0.13
H: -1.8079 -0.5608 -0.2120  0.14
C: -7.9773 -3.5016 3.2132  -0.06
C: -6.4962 -3.1732 3.0602  -0.43
C: -6.2308 -1.8418 2.3466  -0.22
O: -6.4113 -1.8699 0.9407  -0.21
C: -7.7493 -1.7067 0.5012  -0.11
N: -5.8242 -4.3039 2.4189  0.04
H: -8.4125 -3.8454 2.2747  0.07
H: -8.1060 -4.3015 3.9402  0.08
H: -8.5440 -2.6352 3.5592  0.08
H: -6.0750 -3.0700 4.0649  0.14
H: -5.1791 -1.5797 2.4975  0.12
H: -6.8341 -1.0359 2.7865  0.12
H: -8.2947 -1.0154 1.1514  0.09
H: -8.2848 -2.6559 0.4512  0.08
H: -7.7074 -1.2873 -0.5047  0.08
H: -4.8199 -4.1552 2.4164  0.07
H: -6.0865 -4.3186 1.4377  0.07

Cartesian forces, eV/Å:
C 0.0859 0.0881 0.1550
C -0.2998 -0.2526 0.1000
C 0.4078 -0.0556 0.0217
C -0.4249 -0.5205 0.2182
C 0.1229 0.3329 -0.2273
C -0.2048 0.1342 0.1143
C 0.1960 0.0853 -0.3407
C 0.4088 -0.0330 0.3097
N -0.2048 -0.4788 0.1264
C -0.3381 0.6312 -0.2202
C -0.0073 -0.5212 0.4199
C -0.0182 0.1388 -0.0757
C -0.1320 -0.0409 -0.3398
C 0.1372 0.1186 0.1711
C -0.5966 0.0230 -0.2729
C 0.2218 -0.0831 0.2117
C -0.0856 -0.0536 -0.2696
C 0.0896 0.1109 -0.1043
S -0.0413 -0.0959 0.1204
S 0.2182 0.0452 -0.2486
C -0.2139 -0.1699 0.2032
C 0.0103 -0.0666 0.3219
C 0.6473 -0.5124 -0.6058
N -1.3168 0.3556 1.1598
C 0.8817 -0.3511 0.1082
C -0.6586 -0.4757 -1.0321
C -0.3152 0.5249 0.3013
C 0.7229 -0.2987 0.1174
C -0.2044 0.1369 0.2222
C -0.1502 -0.5395 -0.2333
O 0.1539 0.1932 0.3113
N 0.3259 -0.0917 0.7106
F -0.1952 -0.2260 0.0990
C -0.2526 0.3322 -0.5034
N 0.6028 0.4149 -0.2370
H -0.0202 0.0256 -0.1354
H -0.0292 -0.0496 -0.0913
H 0.0575 0.0978 0.0502
H 0.1006 0.0760 0.0170
H -0.0164 0.0095 -0.1289
H -0.0219 -0.0325 -0.0816
H -0.2468 0.1007 0.0590
H 0.3234 0.2968 -0.0132
H -0.0391 0.1610 -0.1472
H 0.0197 -0.2630 0.1493
H -0.0601 0.0367 -0.0060
H -0.0943 0.0059 -0.1154
H 0.2108 -0.1142 0.1045
H -0.0642 -0.0783 0.2526
H -0.1005 -0.0610 -0.0162
H -0.0396 0.0482 -0.1331
H -0.0730 0.0464 -0.0573
H -0.0488 -0.0431 0.0142
H 0.1303 -0.1291 -0.0058
H -0.0297 0.3263 -0.1261
H 0.0226 -0.0608 -0.0411
H -0.0334 -0.1065 -0.1039
H 0.0693 0.0212 0.1329
H 0.0494 0.1542 0.1751
H 0.0053 -0.0061 -0.0685
H -0.1004 -0.2083 0.0623
H 0.0685 -0.0005 0.0215
H 0.0015 0.0818 -0.0437
H 0.5004 -0.0408 0.1793
H -0.0714 0.0601 -0.0719
H -0.0876 -0.1183 0.0023
H -0.0046 -0.0344 0.1038
H 0.0902 0.0364 0.0060
H 0.0038 0.1356 0.0645
H 0.0653 0.1376 -0.1371
H 0.0311 0.0724 -0.0097
H 0.0399 0.1644 -0.2622
H -0.1058 -0.0405 0.0091
H -0.1219 -0.0446 0.0330
H -0.2538 -0.0322 0.1371
H -0.0074 0.1709 -0.2633
H -0.2737 0.1697 0.0519
H 0.5692 0.0764 0.1618
H 0.0878 0.0163 -0.0709
H 0.0515 -0.1902 0.0159
H -0.1657 -0.0804 -0.0125
H -0.1021 0.0644 0.0221
H 0.0368 0.0929 -0.0824
H -0.0406 0.0120 -0.0688
H 0.0100 0.0329 0.0685
H 0.0896 0.2659 -0.1163
H -0.1442 -0.0708 -0.1978
H -0.3479 0.3906 0.5038
H 0.4982 -0.4620 -0.5803
C -0.0327 0.0205 0.0771
C -0.1394 -0.1121 -0.1137
C 0.1512 0.0404 0.1046
O -0.0545 0.0824 -0.0185
C 0.1325 0.0390 -0.0949
N 0.1332 0.1778 -0.0676
H 0.0174 0.0124 -0.0182
H 0.0161 -0.0338 -0.0235
H -0.0011 0.0037 -0.0117
H 0.0187 0.0513 -0.0013
H 0.0050 -0.0094 -0.0469
H -0.0409 -0.0366 0.0093
H -0.0403 -0.0303 0.0098
H -0.0386 0.0185 0.0621
H -0.0197 -0.0008 -0.0026
H 0.0127 -0.0643 0.1005
H -0.0804 -0.0771 0.0130

---

Entry 2:
Formula: C31H66N
Source: the Open Molecules 2025 dataset
Level of theory: ωB97M-V/def2-TZVPD

Its gap between HOMO and LUMO is 8.47 eV. Its multiplicity is 1. Its net charge is +1. The calculated total energy comes out at -34703.1342 eV. Its highest occupied orbital energy is -12.7 eV.

Each line ends with the Löwdin charge.
Geometry (Å):
C: 0.7113 -0.7530 4.3915  -0.06
C: 0.3423 -1.4608 3.0834  -0.16
C: 0.3215 -2.9440 3.2553  -0.20
C: -0.5843 -3.5995 4.0628  0.03
C: -0.5342 -4.9744 4.1754  0.02
C: 0.4356 -5.7012 3.4741  -0.01
C: 1.3106 -5.0290 2.6849  -0.02
N: 1.2333 -3.6834 2.5989  0.15
H: -0.0635 -0.8908 5.1437  0.08
H: 1.6295 -1.1711 4.8011  0.09
H: 0.8445 0.3097 4.2197  0.08
H: 1.0917 -1.2029 2.3339  0.12
H: -0.6377 -1.1421 2.7305  0.10
H: -1.3271 -3.0190 4.5895  0.14
H: -1.2473 -5.4845 4.8071  0.13
H: 0.5011 -6.7750 3.5423  0.13
H: 2.0823 -5.5180 2.1128  0.15
H: 1.8804 -3.1773 2.0068  0.18
C: -2.8275 -5.0766 -2.1885  -0.11
C: -1.4722 -4.5230 -2.6180  -0.26
C: -0.4610 -4.4303 -1.4775  -0.22
C: -0.8806 -3.5030 -0.3374  -0.23
C: -1.1509 -2.0512 -0.7139  -0.25
C: 0.0683 -1.3400 -1.2917  -0.09
H: -3.3151 -4.4347 -1.4526  0.06
H: -3.5007 -5.1604 -3.0409  0.07
H: -2.7211 -6.0712 -1.7502  0.08
H: -1.6061 -3.5408 -3.0787  0.10
H: -1.0531 -5.1648 -3.3955  0.11
H: 0.5025 -4.1042 -1.8808  0.10
H: -0.2930 -5.4330 -1.0694  0.11
H: -0.0921 -3.4892 0.4236  0.08
H: -1.7656 -3.9139 0.1592  0.11
H: -1.4723 -1.5274 0.1933  0.08
H: -1.9861 -1.9763 -1.4134  0.11
H: 0.9229 -1.3905 -0.6091  0.06
H: -0.1627 -0.2882 -1.4543  0.06
H: 0.3699 -1.7628 -2.2501  0.06
C: 5.6723 2.2312 -3.0912  -0.11
C: 4.2973 1.8603 -3.6384  -0.26
C: 3.4537 1.0436 -2.6621  -0.23
C: 4.0470 -0.3117 -2.2722  -0.23
C: 4.3304 -1.2512 -3.4431  -0.26
C: 3.0832 -1.6356 -4.2333  -0.10
H: 6.2791 1.3479 -2.8864  0.07
H: 6.2230 2.8458 -3.8033  0.07
H: 5.5807 2.7986 -2.1624  0.08
H: 4.4114 1.3183 -4.5809  0.10
H: 3.7520 2.7757 -3.8812  0.10
H: 2.4569 0.8960 -3.0899  0.10
H: 3.3040 1.6293 -1.7488  0.09
H: 3.3534 -0.8070 -1.5809  0.09
H: 4.9722 -0.1554 -1.7104  0.10
H: 4.8007 -2.1590 -3.0556  0.10
H: 5.0628 -0.7973 -4.1148  0.10
H: 2.3474 -2.1198 -3.5858  0.05
H: 3.3275 -2.3307 -5.0368  0.07
H: 2.6077 -0.7655 -4.6879  0.07
C: -3.4105 -0.2297 2.2820  -0.10
C: -2.6481 1.0363 1.9007  -0.27
C: -2.1752 1.8568 3.0984  -0.22
C: -3.2947 2.4029 3.9848  -0.22
C: -4.3090 3.2765 3.2480  -0.26
C: -3.6935 4.5227 2.6175  -0.10
H: -4.3272 -0.0030 2.8265  0.07
H: -3.6904 -0.8023 1.3963  0.07
H: -2.7989 -0.8770 2.9206  0.05
H: -3.2677 1.6516 1.2444  0.10
H: -1.7680 0.7583 1.3101  0.08
H: -1.5627 2.6868 2.7355  0.09
H: -1.5086 1.2395 3.7146  0.09
H: -2.8425 2.9868 4.7920  0.11
H: -3.8198 1.5759 4.4713  0.10
H: -5.0833 3.5776 3.9569  0.11
H: -4.8185 2.6920 2.4769  0.10
H: -3.2020 5.1386 3.3733  0.08
H: -4.4572 5.1332 2.1359  0.07
H: -2.9523 4.2695 1.8564  0.05
C: -0.5624 5.0158 -3.3462  -0.11
C: -1.0825 3.8181 -2.5573  -0.27
C: -1.2681 4.1025 -1.0675  -0.23
C: 0.0129 4.4876 -0.3246  -0.22
C: 1.1369 3.4586 -0.4252  -0.26
C: 0.7649 2.0993 0.1527  -0.11
H: 0.4260 5.3272 -3.0051  0.07
H: -0.4816 4.7795 -4.4074  0.07
H: -1.2356 5.8691 -3.2450  0.08
H: -0.4059 2.9688 -2.6958  0.09
H: -2.0447 3.5075 -2.9721  0.11
H: -1.7176 3.2241 -0.5918  0.09
H: -1.9949 4.9115 -0.9468  0.11
H: -0.2332 4.6452 0.7311  0.10
H: 0.3790 5.4491 -0.6920  0.11
H: 2.0107 3.8455 0.1056  0.11
H: 1.4455 3.3344 -1.4668  0.09
H: 0.4785 2.1919 1.2045  0.07
H: 1.6118 1.4110 0.0932  0.06
H: -0.0660 1.6446 -0.3882  0.05

Cartesian forces, eV/Å:
C -0.1371 -0.2783 0.1138
C 0.3699 -0.0067 0.0960
C 0.0974 0.2034 -0.2392
C -0.1712 -0.2341 0.1251
C 0.1084 -0.0497 -0.0697
C -0.4494 -0.1365 0.3496
C 0.3178 0.2800 -0.2566
N -0.1099 0.0535 0.2530
H -0.0768 0.0795 0.0225
H 0.1266 0.1070 -0.0085
H 0.0048 0.0853 -0.0059
H -0.1331 0.0568 -0.2221
H -0.0036 0.0978 -0.1065
H -0.0304 0.0074 0.0253
H -0.0094 -0.0667 0.0079
H -0.0348 -0.0572 0.0296
H 0.0793 0.0656 -0.0878
H 0.0767 -0.1291 -0.0886
C 0.0363 0.0428 -0.0280
C -0.0467 -0.0530 0.0069
C 0.0852 0.0747 -0.0133
C -0.1351 -0.0577 0.1314
C 0.1052 0.0593 0.0608
C -0.2353 0.0573 -0.0335
H -0.0059 0.0002 0.0029
H -0.0076 -0.0134 -0.0017
H -0.0044 -0.0009 0.0195
H 0.0206 0.0149 0.0035
H -0.0020 0.0099 -0.0198
H -0.0033 0.0173 0.0018
H -0.0182 -0.0059 -0.0056
H 0.0672 -0.1138 -0.0226
H 0.0042 -0.0099 -0.0093
H -0.0493 0.0487 -0.0402
H -0.0096 -0.0522 -0.0147
H 0.0205 -0.0161 -0.0200
H 0.1100 0.0239 -0.0526
H 0.0442 -0.0217 0.0186
C -0.0299 -0.0210 -0.0525
C 0.0423 0.0417 0.0467
C -0.0784 -0.0299 0.0232
C 0.0265 0.0137 0.0231
C -0.0611 -0.0462 0.0115
C 0.0653 0.0104 -0.0060
H 0.0039 -0.0027 0.0064
H 0.0064 0.0113 0.0069
H 0.0059 -0.0118 0.0182
H -0.0192 -0.0060 -0.0046
H -0.0051 -0.0015 -0.0233
H -0.0034 -0.0049 0.0110
H 0.0059 0.0227 -0.0088
H -0.0071 -0.0080 -0.0121
H -0.0009 0.0066 -0.0017
H 0.0208 0.0030 -0.0118
H 0.0139 0.0101 0.0053
H -0.0141 0.0105 0.0004
H -0.0107 -0.0096 -0.0005
H -0.0127 0.0046 0.0051
C -0.0071 0.0696 -0.0779
C 0.1195 -0.1380 0.0095
C 0.0199 0.0191 0.0013
C -0.0112 -0.0122 0.0088
C 0.0261 0.0670 0.0057
C -0.0377 -0.0529 -0.0092
H 0.0056 -0.0059 0.0293
H 0.0058 -0.0172 0.0101
H -0.0495 -0.0028 0.0465
H 0.0108 0.0074 -0.0067
H -0.0247 0.0208 -0.0628
H 0.0064 -0.0026 0.0018
H -0.0133 -0.0059 0.0014
H -0.0084 0.0110 0.0029
H 0.0038 -0.0113 -0.0103
H -0.0132 0.0002 -0.0080
H -0.0140 -0.0197 0.0135
H 0.0248 -0.0005 -0.0035
H 0.0016 0.0136 0.0040
H 0.0044 0.0075 -0.0051
C 0.0082 -0.0658 0.0006
C -0.0226 0.0416 -0.0226
C -0.0030 -0.0139 0.0220
C -0.0347 -0.0147 -0.0086
C 0.0207 0.0384 0.0551
C 0.1181 -0.0372 0.0237
H 0.0029 0.0083 0.0056
H -0.0065 0.0106 -0.0065
H 0.0095 0.0178 0.0138
H -0.0047 -0.0144 0.0127
H 0.0034 -0.0142 -0.0097
H 0.0032 0.0035 0.0150
H -0.0088 0.0022 -0.0146
H 0.0198 -0.0030 0.0136
H -0.0175 0.0019 -0.0135
H 0.0189 -0.0082 -0.0182
H -0.0073 0.0328 -0.0117
H -0.0502 -0.0076 0.0015
H -0.0208 -0.0304 0.0021
H -0.0275 0.0292 0.0297